Formula: C3H12N2OS
Source: the OMol25 dataset
Level of theory: ωB97M-V/def2-TZVPD

```
! wB97M-V def2-TZVPD RIJCOSX def2/J DEFGRID3
* xyz 0 1
N -0.198 0.538 1.459
C 0.631 0.038 0.392
C 2.114 0.275 0.746
S 2.576 -0.898 2.025
C 0.266 0.749 -0.913
N -0.843 0.071 -1.594
H -0.018 0.145 2.370
H -1.181 0.578 1.243
H 0.547 -1.059 0.237
H 2.163 1.296 1.161
H 2.701 0.271 -0.173
H 3.877 -0.603 2.143
H -0.029 1.772 -0.679
H 1.149 0.831 -1.566
H -0.879 0.322 -2.569
H -0.755 -0.935 -1.520
H -4.126 -0.485 -1.344
H -3.621 -1.755 -0.729
O -4.375 -1.150 -0.690
*
```

Computed properties:
frontier orbital gap	9.867	eV
LUMO	0.8	eV
highest occupied orbital energy	-9.1	eV
ΔE to the lowest compared entry with this formula, charge and spin	10.7	kcal per mole

***

Formula: C32H67NO24
Source: the OMol25 dataset
Level of theory: ωB97M-V/def2-TZVPD

```
! wB97M-V def2-TZVPD RIJCOSX def2/J DEFGRID3
* xyz 0 1
C -6.714 -7.320 -9.536
O -6.090 -6.378 -8.691
C -6.478 -6.569 -7.353
C -7.888 -6.035 -7.053
O -8.273 -6.311 -5.725
C -9.418 -5.591 -5.318
C -10.708 -6.291 -5.772
O -11.786 -5.444 -5.337
C -13.056 -6.088 -5.408
H -7.806 -7.302 -9.522
H -6.470 -8.369 -9.310
H -6.287 -7.158 -10.526
H -5.824 -6.000 -6.689
H -6.337 -7.611 -7.045
H -8.644 -6.351 -7.779
H -7.818 -4.947 -7.177
H -9.358 -4.567 -5.697
H -9.393 -5.557 -4.229
H -10.703 -7.277 -5.307
H -10.866 -6.180 -6.850
H -13.409 -6.033 -6.439
H -13.703 -5.600 -4.684
H -12.964 -7.127 -5.080
C -5.576 -16.482 -10.537
O -5.914 -15.410 -9.688
C -7.297 -15.213 -9.563
C -7.976 -14.841 -10.882
O -7.233 -13.811 -11.508
C -7.808 -13.438 -12.744
C -7.035 -12.258 -13.350
O -5.880 -12.598 -14.074
C -4.965 -13.393 -13.344
H -4.526 -16.742 -10.418
H -5.710 -16.185 -11.581
H -6.151 -17.388 -10.322
H -7.563 -14.468 -8.814
H -7.726 -16.151 -9.185
H -8.988 -14.466 -10.692
H -8.044 -15.703 -11.555
H -8.853 -13.116 -12.664
H -7.786 -14.309 -13.410
H -6.826 -11.614 -12.487
H -7.739 -11.695 -13.959
H -5.339 -14.412 -13.212
H -4.736 -12.944 -12.373
H -4.059 -13.437 -13.950
C -2.106 -15.199 -9.087
O -2.155 -13.876 -9.551
C -2.154 -13.628 -10.873
O -2.225 -14.486 -11.707
O -2.062 -12.332 -11.019
C -2.055 -11.680 -12.284
H -1.547 -15.250 -8.155
H -1.599 -15.885 -9.771
H -3.119 -15.579 -8.945
H -1.924 -10.626 -12.081
H -3.003 -11.815 -12.804
H -1.289 -12.068 -12.953
C -5.036 -11.579 -16.690
O -3.698 -11.898 -17.030
C -2.696 -11.528 -16.249
O -2.746 -10.802 -15.296
O -1.579 -11.993 -16.808
C -0.410 -11.898 -16.012
H -5.435 -12.292 -15.969
H -5.681 -11.646 -17.566
H -5.117 -10.549 -16.340
H -0.423 -12.701 -15.266
H -0.304 -11.012 -15.382
H 0.459 -12.030 -16.647
C -8.936 -6.930 -13.729
O -9.513 -7.541 -12.601
C -9.036 -8.707 -12.204
O -8.158 -9.352 -12.702
O -9.625 -8.978 -11.045
C -9.326 -10.209 -10.428
H -7.924 -6.553 -13.580
H -9.554 -6.068 -13.983
H -8.925 -7.531 -14.640
H -9.469 -10.104 -9.352
H -8.295 -10.542 -10.549
H -9.978 -11.029 -10.735
C -3.075 -8.246 -10.455
O -3.503 -9.214 -9.530
C -4.193 -10.246 -10.003
O -4.598 -10.334 -11.130
O -4.491 -11.075 -9.021
C -5.277 -12.190 -9.467
H -2.354 -7.559 -10.015
H -3.851 -7.638 -10.922
H -2.487 -8.676 -11.270
H -4.609 -13.047 -9.555
H -5.847 -11.871 -10.329
H -5.933 -12.577 -8.684
C -1.381 -7.124 -21.763
O -1.563 -7.450 -20.389
C -2.750 -7.895 -20.014
O -3.681 -8.127 -20.732
O -2.705 -8.105 -18.717
C -3.918 -8.480 -18.075
H -2.112 -6.367 -22.052
H -1.486 -8.034 -22.351
H -0.406 -6.656 -21.869
H -4.666 -7.690 -18.073
H -3.712 -8.667 -17.021
H -4.273 -9.415 -18.506
C -1.480 -8.073 -15.047
O -0.688 -8.823 -14.128
C -0.487 -8.306 -12.931
O -0.804 -7.217 -12.526
O 0.187 -9.209 -12.226
C 0.666 -8.829 -10.948
H -1.622 -8.597 -15.984
H -0.919 -7.163 -15.276
H -2.433 -7.784 -14.605
H 1.556 -8.209 -11.056
H 1.050 -9.738 -10.483
H -0.082 -8.424 -10.271
C -5.127 -9.198 -13.642
C -5.757 -8.427 -14.709
N -6.255 -7.820 -15.546
H -5.246 -8.584 -12.750
H -4.086 -9.436 -13.837
H -5.720 -10.098 -13.489
*
```

Computed properties:
frontier orbital gap	10.084	eV
LUMO	0.4	eV
highest occupied orbital energy	-9.7	eV
ΔE to the lowest compared entry with this formula, charge and spin	0.0	kcal per mole

***

Formula: C7H10ClN3O2
Source: the OMol25 dataset
Level of theory: ωB97M-V/def2-TZVPD

```
! wB97M-V def2-TZVPD RIJCOSX def2/J DEFGRID3
* xyz 0 1
C -1.899 -0.075 -1.358
C -1.688 -0.846 1.032
C -0.656 0.458 -1.301
C 2.155 1.417 -0.981
C -2.625 -0.294 -0.027
C 0.183 0.334 -0.127
C 0.394 -0.293 2.159
N -0.536 -0.072 1.078
N 3.092 0.621 -1.663
N 1.418 0.647 -0.123
O 2.229 2.588 -0.969
O 1.190 -1.460 2.180
Cl 0.196 0.649 -2.833
H -2.469 -0.174 -2.193
H -2.169 -0.828 1.956
H -3.156 0.567 0.501
H -3.402 -0.977 -0.359
H -1.393 -1.816 0.652
H -0.260 -0.270 3.063
H 1.047 0.545 1.984
H 2.927 -0.435 -1.649
H 3.561 1.142 -2.460
H 1.859 -1.428 1.438
*
```

Computed properties:
frontier orbital gap	9.237	eV
LUMO	-0.3	eV
highest occupied orbital energy	-9.5	eV
ΔE to the lowest compared entry with this formula, charge and spin	11.1	kcal per mole

***

Formula: CH2OS2
Source: the OMol25 dataset
Level of theory: ωB97M-V/def2-TZVPD

```
! wB97M-V def2-TZVPD RIJCOSX def2/J DEFGRID3
* xyz 0 1
C -0.344 -0.190 -0.228
O -1.707 0.739 -2.100
S -3.558 -0.221 0.269
S -1.845 0.422 -0.694
H -0.140 -0.404 0.806
H 0.530 0.376 -0.623
*
```

Computed properties:
frontier orbital gap (spin up / spin down)	7.514 / 7.513	eV
LUMO (spin up / spin down)	-2.0 / -2.0	eV
highest occupied orbital energy (spin up / spin down)	-9.5 / -9.5	eV
ΔE to the lowest compared entry with this formula, charge and spin	75.9	kcal per mole

***

Formula: C17H44FN7O4P2
Source: the OMol25 dataset
Level of theory: ωB97M-V/def2-TZVPD

```
! wB97M-V def2-TZVPD RIJCOSX def2/J DEFGRID3
* xyz 0 1
C 2.669 -1.400 0.690
C 3.011 -0.395 -0.139
N 4.045 -0.626 -1.139
C 5.324 -0.402 -0.638
O 5.789 0.674 -0.356
O 6.110 -1.561 -0.538
C 6.224 -1.948 0.807
C 6.416 -3.445 0.897
F 7.307 -1.312 1.355
H 2.682 -1.314 1.768
H 2.406 -2.357 0.244
H 2.515 0.565 -0.154
H 4.012 -1.624 -1.349
H 5.336 -1.673 1.375
H 7.437 -3.692 0.618
H 6.179 -3.793 1.896
H 5.762 -3.911 0.165
O -0.351 -2.646 0.026
P -1.757 -2.981 0.436
N -1.705 -4.698 0.288
C -2.757 -5.570 -0.196
C -0.710 -5.381 1.107
N -2.582 -2.267 -0.888
C -3.611 -2.916 -1.672
C -1.825 -1.341 -1.726
N -3.229 -2.949 1.377
C -3.713 -1.570 1.650
C -3.113 -3.601 2.702
H -3.688 -5.508 0.385
H -2.436 -6.611 -0.166
H -2.990 -5.374 -1.242
H -1.018 -5.477 2.158
H 0.236 -4.838 1.091
H -0.501 -6.380 0.724
H -3.184 -3.572 -2.441
H -4.224 -2.167 -2.184
H -4.301 -3.488 -1.053
H -1.182 -1.869 -2.441
H -1.203 -0.680 -1.129
H -2.511 -0.702 -2.290
H -2.984 -0.986 2.220
H -4.644 -1.613 2.216
H -3.930 -1.036 0.730
H -2.268 -3.219 3.281
H -3.007 -4.680 2.603
H -4.023 -3.442 3.278
O -0.395 2.032 -0.566
P -0.615 3.518 -0.463
N 0.011 4.012 -1.987
C 0.778 5.208 -2.273
C -0.632 3.432 -3.161
N 0.483 3.848 0.816
C 1.475 4.905 0.810
C 0.972 2.708 1.576
N -1.446 5.019 -0.137
C -2.079 5.054 1.208
C -2.532 5.329 -1.097
H 0.255 6.143 -2.027
H 1.029 5.258 -3.332
H 1.736 5.203 -1.754
H -1.595 3.909 -3.397
H -0.822 2.369 -3.008
H 0.007 3.510 -4.041
H 2.379 4.610 0.262
H 1.776 5.145 1.834
H 1.085 5.831 0.392
H 1.770 2.183 1.040
H 0.172 2.002 1.780
H 1.361 3.028 2.546
H -2.832 4.269 1.327
H -2.559 6.021 1.363
H -1.343 4.941 1.997
H -3.240 4.503 -1.204
H -2.131 5.573 -2.079
H -3.080 6.211 -0.769
*
```

Computed properties:
frontier orbital gap	8.636	eV
LUMO	0.3	eV
highest occupied orbital energy	-8.3	eV

***

Formula: C36H32ClN4O3ReS2
Source: the OMol25 dataset
Level of theory: ωB97M-V/def2-TZVPD

```
! wB97M-V def2-TZVPD RIJCOSX def2/J DEFGRID3
* xyz 3 2
Re -1.178 -0.365 -2.143
O -2.238 0.785 -0.995
S -3.050 1.906 -0.263
C -4.004 2.631 -1.616
C -3.187 3.202 -2.772
C -3.924 3.173 -4.117
C -4.274 1.797 -4.673
S -2.935 0.623 -4.983
O -2.421 0.360 -3.524
C -1.702 1.598 -5.797
C -0.665 2.240 -5.138
C 0.232 2.986 -5.885
C 0.078 3.091 -7.262
C -0.961 2.436 -7.908
C -1.855 1.667 -7.178
C -1.901 3.142 0.223
C -2.191 3.728 1.452
C -1.393 4.774 1.894
C -0.316 5.192 1.127
C -0.023 4.576 -0.088
C -0.820 3.548 -0.555
H -4.636 3.377 -1.126
H -4.654 1.804 -1.911
H -2.257 2.650 -2.870
H -2.915 4.234 -2.548
H -3.323 3.714 -4.850
H -4.868 3.719 -4.041
H -4.761 1.882 -5.649
H -4.958 1.223 -4.043
H -0.546 2.152 -4.065
H 1.056 3.489 -5.396
H 0.782 3.677 -7.838
H -1.068 2.505 -8.982
H -2.646 1.124 -7.683
H -3.020 3.378 2.055
H -1.608 5.251 2.840
H 0.306 6.005 1.478
H 0.822 4.914 -0.673
H -0.609 3.074 -1.505
C 5.681 -5.085 8.792
O 4.518 -5.605 8.147
C 4.016 -4.965 7.097
C 4.549 -3.788 6.557
C 3.943 -3.212 5.460
C 2.808 -3.779 4.877
C 2.281 -4.959 5.430
C 2.873 -5.541 6.519
C 2.160 -3.198 3.727
N 1.060 -3.666 3.145
C 0.808 -2.833 2.119
C 1.761 -1.810 2.041
N 2.613 -2.070 3.079
C 1.744 -0.816 1.034
C 2.677 0.220 0.803
C 2.508 1.058 -0.271
C 1.410 0.902 -1.125
N 0.503 -0.044 -0.925
C 0.674 -0.897 0.124
C -0.281 -1.928 0.184
N -1.205 -1.908 -0.824
C -2.114 -2.894 -0.881
C -2.145 -3.914 0.060
C -1.217 -3.936 1.085
C -0.246 -2.924 1.159
H 5.894 -5.768 9.607
H 5.489 -4.088 9.192
H 6.527 -5.063 8.104
H 5.426 -3.327 6.986
H 4.382 -2.300 5.070
H 1.403 -5.406 4.985
H 2.482 -6.450 6.954
H 3.434 -1.553 3.342
H 3.534 0.345 1.452
H 3.224 1.840 -0.481
H 1.275 1.538 -1.989
H -2.818 -2.855 -1.702
H -2.895 -4.686 -0.031
H -1.216 -4.727 1.825
Cl 0.114 -1.172 -3.719
*
```

Computed properties:
frontier orbital gap (spin up / spin down)	3.205 / 3.362	eV
LUMO (spin up / spin down)	-10.4 / -10.2	eV
highest occupied orbital energy (spin up / spin down)	-13.6 / -13.6	eV

***

Formula: C20H15Cl3O2S
Source: the OMol25 dataset
Level of theory: ωB97M-V/def2-TZVPD

```
! wB97M-V def2-TZVPD RIJCOSX def2/J DEFGRID3
* xyz 0 1
Cl -5.757 0.272 0.882
C -4.137 -0.241 1.094
C -3.815 -1.595 1.287
C -2.546 -1.954 1.719
C -1.526 -0.975 1.949
C -0.299 -1.268 2.609
C 1.010 -0.940 2.101
C 1.967 -1.921 1.717
C 3.236 -1.546 1.285
C 3.619 -0.194 1.225
Cl 5.193 0.259 0.748
C 2.647 0.777 1.462
C 1.399 0.414 1.932
C -1.769 0.279 1.325
C -3.067 0.657 1.015
H -4.620 -2.322 1.199
H -2.353 -3.021 1.944
H -0.345 -2.141 3.236
H 1.709 -2.989 1.848
H 3.976 -2.296 1.036
H 2.882 1.819 1.339
H 0.777 1.197 2.328
H -0.939 0.960 1.169
H -3.301 1.684 0.795
Cl -0.375 0.304 4.538
C -0.357 -1.049 5.497
S 1.125 -1.374 6.459
C 0.779 -0.949 8.178
C 1.159 0.307 8.647
C 0.965 0.589 10.002
C 0.401 -0.370 10.866
C -0.030 -1.601 10.335
C 0.160 -1.905 8.983
O 1.398 -2.792 6.472
O 2.125 -0.424 6.039
H -1.260 -1.218 6.104
H 1.575 1.051 7.961
H 1.271 1.558 10.391
H 0.319 -0.172 11.944
H -0.499 -2.345 10.979
H -0.182 -2.849 8.550
*
```

Computed properties:
frontier orbital gap	4.935	eV
LUMO	-2.2	eV
highest occupied orbital energy	-7.2	eV
ΔE to the lowest compared entry with this formula, charge and spin	84.8	kcal per mole

***

Formula: C5H11N
Source: the OMol25 dataset
Level of theory: ωB97M-V/def2-TZVPD

```
! wB97M-V def2-TZVPD RIJCOSX def2/J DEFGRID3
* xyz 1 2
C 0.602 -2.113 0.429
C 1.564 -2.155 -0.711
C 1.406 -1.640 -1.925
H 1.134 -2.207 1.372
H -0.158 -2.884 0.292
H -0.042 -1.220 0.377
H 2.422 -2.802 -0.544
H 1.850 -2.076 -2.811
H 0.701 -0.843 -2.150
C -0.147 1.675 1.027
C -1.132 2.428 0.362
N -2.338 2.670 0.751
H -0.299 0.932 1.786
H 0.805 1.835 0.542
H -0.812 2.864 -0.578
H -2.635 2.326 1.654
H -2.921 3.213 0.128
*
```

Computed properties:
frontier orbital gap (spin up / spin down)	7.885 / 4.385	eV
LUMO (spin up / spin down)	-4.1 / -7.6	eV
highest occupied orbital energy (spin up / spin down)	-12.0 / -12.0	eV
ΔE to the lowest compared entry with this formula, charge and spin	56.2	kcal per mole

***

Formula: C3H7NO2
Source: the OMol25 dataset
Level of theory: ωB97M-V/def2-TZVPD

```
! wB97M-V def2-TZVPD RIJCOSX def2/J DEFGRID3
* xyz 0 1
C -1.065 1.295 -1.174
N -0.194 0.280 -0.625
C 0.057 0.189 0.705
O -0.448 0.904 1.556
C 1.069 -0.898 1.062
O 1.004 -2.025 0.209
H -1.818 0.851 -1.833
H -1.563 1.780 -0.333
H -0.502 2.050 -1.734
H 0.306 -0.352 -1.232
H 0.935 -1.147 2.121
H 2.076 -0.487 0.937
H 0.143 -2.441 0.343
*
```

Computed properties:
frontier orbital gap	10.382	eV
LUMO	0.7	eV
highest occupied orbital energy	-9.7	eV
ΔE to the lowest compared entry with this formula, charge and spin	18.8	kcal per mole

***

DFT total energy
In order: -704.421236 -3119.885298 -1047.629855 -910.794620 -2140.825823 -3169.767048 -2700.189594 -251.497453 -323.751030
Unit: a.u.